Entry 1:
Entry from OMol25: C13H16IN3PtS as an isolated structure (ωB97M-V/def2-TZVPD).

CARTESIAN COORDINATES (ANGSTROEM)
C (0.3086, -1.1533, -4.5590)
C (0.2878, 0.3732, -4.7825)
H (1.3271, -1.5502, -4.6478)
H (-0.3209, -1.6678, -5.3028)
H (-0.0854, -1.4255, -3.5710)
H (0.6267, 0.9523, -3.9257)
H (0.9375, 0.6478, -5.6160)
H (-0.7184, 0.7212, -5.0233)
Pt (-0.1368, -0.4034, -0.8307)
C (-1.1102, 1.1481, -1.7237)
H (-0.3925, 1.9758, -1.7928)
H (-1.9389, 1.4345, -1.0739)
H (-1.4818, 0.9006, -2.7159)
I (2.0928, -0.6135, -1.9118)
N (-0.3473, -0.5881, 3.3217)
C (0.9316, -0.0499, 3.3502)
C (1.5706, 0.5494, 4.4266)
C (2.7160, 1.3013, 4.1372)
C (3.1917, 1.4200, 2.8158)
C (2.5105, 0.8214, 1.7406)
C (1.3503, 0.0937, 2.0164)
N (0.2842, -0.3742, 1.2180)
C (-0.7179, -0.7697, 2.0270)
C (-1.9710, -1.0913, 1.4305)
C (-3.2655, -1.2796, 1.8711)
S (-4.3687, -1.3691, 0.5133)
C (-3.0926, -1.0705, -0.5690)
N (-1.8963, -0.9724, 0.0450)
H (-0.9182, -0.7837, 4.1300)
H (1.1615, 0.4383, 5.4351)
H (3.2488, 1.8120, 4.9540)
H (4.1022, 2.0011, 2.6269)
H (2.8459, 0.9152, 0.7092)
H (-3.5212, -1.3894, 2.9142)
H (-3.2102, -0.9545, -1.6368)

Calculated values
total charge = +2
multiplicity = 5
ΔE to the lowest compared entry with this formula, charge and spin = 0.3096 eV
highest occupied orbital energy (spin up / spin down) = -0.49340 / -0.55549 hartree
largest force on an atom = 0.0668 hartree/bohr
frontier orbital gap (spin up / spin down) = 6.0 / 3.9 eV

---

Entry 2:
Entry from OMol25: C28H77MgN10O16 as an isolated structure (ωB97M-V/def2-TZVPD).

CARTESIAN COORDINATES (ANGSTROEM)
Mg (-2.3903, -0.1451, -5.0132)
N (0.1099, -1.6259, -0.9583)
O (1.0866, -2.3699, -1.0681)
O (-0.4426, -1.1464, -1.9293)
O (-0.3044, -1.1765, 0.0873)
N (-2.0494, -5.0056, -5.8949)
O (-2.2346, -3.7590, -5.8079)
O (-2.9927, -5.6984, -6.0410)
O (-0.9017, -5.4601, -5.7820)
N (1.7695, 1.5171, -7.0221)
O (2.9077, 1.0674, -6.9957)
O (0.7815, 0.8705, -6.6679)
O (1.6185, 2.6945, -7.3594)
C (-7.7366, -0.9649, -4.4277)
C (-6.3628, -0.9729, -5.2182)
C (-6.3872, -0.2813, -6.5610)
O (-5.0863, 0.2032, -6.9330)
C (-5.0668, 0.8900, -8.2023)
N (-5.4319, -0.2824, -4.3098)
H (-7.6796, -1.5367, -3.5015)
H (-8.5980, -1.4251, -4.9117)
H (-8.0829, 0.0189, -4.1110)
H (-6.0902, -2.0273, -5.2634)
H (-7.0980, 0.5450, -6.5485)
H (-6.6591, -1.0568, -7.2771)
H (-4.1233, 1.3940, -8.4122)
H (-5.7314, 1.7465, -8.0892)
H (-5.3922, 0.1960, -8.9773)
H (-5.9286, 0.4982, -3.9047)
H (-5.4305, -0.8309, -3.4617)
C (1.2644, 2.9482, 5.0825)
C (-0.0170, 3.1889, 5.8547)
C (-0.7376, 4.3518, 5.2376)
O (-0.0866, 5.6225, 5.2602)
C (0.4951, 5.9846, 6.5151)
N (-0.7333, 1.9617, 5.6914)
H (1.7580, 2.0636, 5.4848)
H (1.9400, 3.7812, 5.2767)
H (1.0807, 2.8440, 4.0132)
H (0.2114, 3.2627, 6.9180)
H (-1.7245, 4.4132, 5.6962)
H (-0.9636, 4.1378, 4.1930)
H (1.3375, 5.4501, 6.9543)
H (-0.2492, 6.0995, 7.3031)
H (0.7434, 7.0362, 6.3720)
H (-0.7963, 1.7516, 4.7055)
H (-0.1855, 1.2114, 6.0877)
C (-1.6297, 4.6669, -1.9257)
C (-2.9566, 3.8588, -2.0641)
C (-4.2124, 4.6284, -1.7062)
O (-5.4530, 3.8158, -1.7880)
C (-6.5583, 4.5175, -1.2686)
N (-3.0949, 3.4899, -3.5173)
H (-0.7898, 4.1427, -2.3816)
H (-1.3880, 4.8709, -0.8825)
H (-1.6739, 5.6104, -2.4696)
H (-2.8975, 2.9921, -1.4058)
H (-4.2834, 5.6309, -2.1282)
H (-4.0313, 4.6901, -0.6331)
H (-6.4994, 4.7833, -0.2132)
H (-7.4983, 3.9680, -1.3189)
H (-6.7292, 5.4063, -1.8760)
H (-2.9695, 4.4318, -3.8595)
H (-4.1028, 3.4442, -3.5628)
C (6.8934, 1.4070, 2.3684)
C (7.9209, 1.9331, 1.3875)
C (7.4312, 2.8026, 0.2321)
O (6.7445, 2.0973, -0.7775)
C (5.4031, 1.8802, -0.5429)
N (8.8975, 2.7060, 2.1344)
H (5.9883, 2.0107, 2.3019)
H (7.3166, 1.3512, 3.3714)
H (6.6894, 0.3687, 2.1069)
H (8.5082, 1.1260, 0.9495)
H (8.3184, 3.1969, -0.2634)
H (6.8271, 3.6340, 0.5953)
H (5.2910, 0.9688, 0.0444)
H (4.8768, 1.8424, -1.4966)
H (4.9602, 2.7892, -0.1359)
H (8.6366, 3.4906, 2.7144)
H (9.4854, 3.0561, 1.3915)
C (-0.1396, -5.1391, 4.3700)
C (0.7528, -4.0406, 5.0244)
C (1.0042, -4.0234, 6.5331)
O (1.8805, -3.0044, 6.9825)
C (1.8352, -2.7018, 8.3647)
N (2.0054, -3.9469, 4.3221)
H (0.3699, -6.0854, 4.1886)
H (-0.3122, -4.8636, 3.3296)
H (-1.1110, -5.2805, 4.8438)
H (0.2719, -3.0938, 4.7789)
H (1.4659, -4.9542, 6.8624)
H (0.0568, -3.9420, 7.0658)
H (1.9757, -3.5814, 8.9929)
H (0.9000, -2.2454, 8.6890)
H (2.6096, -1.9533, 8.5323)
H (1.8641, -3.7747, 3.3370)
H (2.3615, -3.0933, 4.7278)
C (-6.5495, -0.3436, 2.7779)
C (-5.8488, -1.6521, 2.8815)
C (-6.9571, -2.7140, 3.2580)
O (-7.3769, -2.3602, 4.6041)
C (-6.4421, -2.5929, 5.6533)
N (-5.1981, -1.8042, 1.6037)
H (-5.9608, 0.5309, 2.5006)
H (-6.8243, -0.0481, 3.7905)
H (-7.4004, -0.4111, 2.1000)
H (-5.0176, -1.6799, 3.5862)
H (-6.5700, -3.7328, 3.2660)
H (-7.8155, -2.6304, 2.5914)
H (-5.6728, -3.3167, 5.3845)
H (-6.9375, -2.9247, 6.5658)
H (-5.8950, -1.6689, 5.8404)
H (-5.1321, -2.7873, 1.3819)
H (-4.2623, -1.4702, 1.7847)
C (7.8960, -3.7004, -6.3141)
C (7.5677, -3.5614, -4.8561)
C (8.4422, -2.4813, -4.1765)
O (9.8694, -2.5743, -4.3481)
C (10.3926, -3.6653, -3.5708)
N (6.1447, -3.2283, -4.6757)
H (7.3370, -2.9616, -6.8884)
H (7.3773, -4.5786, -6.6985)
H (8.9077, -3.7102, -6.7197)
H (7.7364, -4.5508, -4.4309)
H (8.2451, -2.2676, -3.1260)
H (8.2251, -1.5494, -4.6985)
H (11.4556, -3.8356, -3.7415)
H (9.9697, -4.6078, -3.9186)
H (10.0837, -3.6084, -2.5270)
H (5.7737, -2.6595, -5.4233)
H (5.8169, -2.7229, -3.8650)

Calculated values
total charge = -1
multiplicity = 1
ΔE to the lowest compared entry with this formula, charge and spin = 14.1689 eV
highest occupied orbital energy = -0.19948 hartree
largest force on an atom = 0.0854 hartree/bohr
frontier orbital gap = 3.0 eV

---

Entry 3:
Entry from OMol25: C22H15CoN7O7S as an isolated structure (ωB97M-V/def2-TZVPD).

CARTESIAN COORDINATES (ANGSTROEM)
Co (0.1223, -0.6076, 0.3780)
N (0.1476, -4.2364, 1.5865)
C (0.0225, -4.3168, 3.0209)
C (-0.5511, -5.4275, 3.5959)
C (-0.6745, -5.4949, 4.9738)
C (-0.2237, -4.4524, 5.7661)
C (0.3414, -3.3349, 5.1784)
C (0.4582, -3.2806, 3.7985)
S (1.1822, -1.8862, 3.0668)
N (0.9645, -2.1537, 1.4367)
C (0.5140, -3.1872, 0.9282)
C (0.3543, -3.1800, -0.5884)
C (0.0961, -4.2711, -1.3463)
C (-0.0623, -4.0988, -2.7283)
C (0.0558, -2.8453, -3.2561)
C (0.3135, -1.7877, -2.3887)
N (0.4630, -1.9830, -1.0851)
H (-0.2461, -4.9920, 1.0592)
H (-0.9104, -6.2400, 2.9646)
H (-1.1300, -6.3666, 5.4306)
H (-0.3122, -4.5113, 6.8446)
H (0.6984, -2.5039, 5.7868)
H (0.0137, -5.2654, -0.9162)
H (-0.2829, -4.9494, -3.3667)
H (-0.0580, -2.6648, -4.3208)
H (0.3944, -0.7621, -2.7394)
O (-3.3103, -2.3220, 0.1006)
C (-2.6058, -1.3604, 0.3307)
O (-1.3960, -1.5303, 0.8835)
C (-3.0458, 0.0410, 0.0779)
C (-4.4024, 0.2753, 0.0163)
C (-4.8657, 1.5594, -0.1332)
C (-4.0100, 2.6177, -0.2445)
C (-2.6512, 2.3994, -0.2206)
C (-2.1132, 1.0992, -0.0459)
O (-0.8074, 0.9046, -0.0515)
N (-1.8354, 3.6477, -0.4122)
O (-2.4444, 4.7046, -0.4855)
O (-0.6114, 3.5889, -0.5056)
N (-6.3340, 1.7981, -0.1753)
O (-7.0623, 0.8161, -0.0961)
O (-6.7437, 2.9467, -0.2870)
H (-5.0916, -0.5559, 0.0957)
H (-4.3882, 3.6150, -0.3652)
N (3.0022, 2.0574, -0.5182)
C (3.8627, 1.1255, 0.0579)
C (3.0681, 0.1070, 0.4488)
N (1.7486, 0.4208, 0.1130)
C (1.7389, 1.6046, -0.4656)
H (3.2653, 2.9512, -0.8871)
H (4.9324, 1.2786, 0.1416)
H (3.3404, -0.8180, 0.9425)
H (0.8498, 2.1530, -0.7710)

Calculated values
total charge = +1
multiplicity = 1
ΔE to the lowest compared entry with this formula, charge and spin = 1.0256 eV
highest occupied orbital energy (spin up / spin down) = -0.40251 / -0.40243 hartree
largest force on an atom = 0.0890 hartree/bohr
frontier orbital gap (spin up / spin down) = 6.1 / 5.9 eV

---

Entry 4:
Entry from OMol25: a 2-piece molecular cluster, C5H10N overall (ωB97M-V/def2-TZVPD).

CARTESIAN COORDINATES (ANGSTROEM)
C (-2.3338, -0.1916, -0.5381)
C (-2.1853, -0.7920, 0.7700)
C (-1.8220, 0.5469, 0.4632)
C (1.8517, 1.0291, 0.3714)
C (0.6634, -1.0044, -0.4045)
N (0.7934, 0.4116, -0.4556)
H (-2.5757, -0.1177, -1.5540)
H (-2.2159, -1.4472, 1.5389)
H (-1.3279, 1.4081, 0.7579)
H (1.6276, 0.8816, 1.3874)
H (2.8386, 0.6440, 0.0766)
H (1.8104, 2.1467, 0.1203)
H (-0.0118, -1.2865, 0.3517)
H (0.3324, -1.4556, -1.3885)
H (1.6640, -1.6315, -0.0826)
H (0.8908, 0.8583, -1.4141)

Calculated values
total charge = +1
multiplicity = 1
ΔE to the lowest compared entry with this formula, charge and spin = 4.5335 eV
highest occupied orbital energy = -0.48038 hartree
largest force on an atom = 0.1607 hartree/bohr
frontier orbital gap = 7.9 eV

---

Results for E_tot: -1483.68887 -3063.74920 -3537.93056 -250.83869 (in Eh, following the order of the records).